10 unconnected molecules or ions with the total composition C38H78O10 at a distorted geometry. Source: the OMol25 dataset; level of theory: ωB97M-V/def2-TZVPD.

```
126
Properties=species:S:1:pos:R:3:mulliken_spin:R:1
C 0.85332 -2.92998 4.40072 0.002
C 1.97549 -2.59111 5.29615 -0.001
C 1.59108 -1.21603 5.84307 0.001
O 0.36151 -0.92032 5.38522 0.012
C -0.30595 -2.07844 4.77146 0.002
H 0.50374 -3.94783 4.57358 0.000
H 1.12803 -2.92693 3.34592 0.000
H 2.96113 -2.60196 4.83088 -0.001
H 1.99642 -3.21523 6.18955 0.000
H 2.39197 -0.57085 5.48189 0.001
H 1.65242 -1.14986 6.92932 0.001
H -0.95094 -1.85224 3.92239 0.002
H -0.95185 -2.56927 5.49948 0.002
C 0.44714 5.92629 1.11131 0.000
C 0.42008 5.95234 2.58582 0.000
C -0.13964 4.64933 3.00521 0.000
O -0.66095 4.01222 1.82220 0.000
C 0.23556 4.38452 0.77443 -0.001
H 1.37172 6.30346 0.67429 0.000
H -0.41461 6.50034 0.77078 0.000
H -0.14602 6.83331 2.88835 0.000
H 1.44153 6.02674 2.95894 0.000
H -0.94509 4.73635 3.73444 0.000
H 0.56643 3.97882 3.49511 0.000
H -0.16307 4.23105 -0.22838 0.000
H 1.12340 3.75628 0.84617 0.000
C -0.87692 0.16544 -0.67845 -0.013
C -0.95687 0.94307 0.62193 -0.029
C -0.48309 -0.08036 1.66480 0.049
O 0.44004 -0.87341 0.91806 0.627
C 0.46041 -0.47701 -0.44759 0.017
H -0.86152 0.82746 -1.54425 -0.009
H -1.69683 -0.55188 -0.64254 0.000
H -1.97783 1.25773 0.83814 -0.002
H -0.40007 1.87943 0.58573 0.003
H -1.27460 -0.73022 2.03799 0.085
H 0.04956 0.45943 2.44775 0.035
H 0.45184 -1.38721 -1.04723 0.029
H 1.39595 0.08030 -0.49544 0.078
C -2.95410 4.49532 -2.36777 0.000
C -3.60365 3.26379 -1.99030 0.000
C -3.63162 3.44332 -0.47190 0.000
O -3.95873 4.82112 -0.32840 0.000
C -3.30251 5.59400 -1.34416 0.000
H -3.23134 4.78620 -3.38100 0.000
H -1.90484 4.20237 -2.33132 0.000
H -2.98720 2.48959 -2.44714 0.000
H -4.61794 3.12856 -2.36587 0.000
H -2.71125 3.29019 0.09163 0.000
H -4.29898 2.84489 0.14825 0.000
H -2.39556 6.10290 -1.01770 0.000
H -4.08364 6.27818 -1.67552 0.000
C 3.70249 -3.73654 -4.50281 0.000
C 2.77251 -2.64644 -4.15695 0.000
C 2.35155 -2.72485 -2.67563 0.006
O 3.34849 -3.66863 -2.26469 0.001
C 3.67447 -4.65081 -3.31945 0.000
H 4.72153 -3.35364 -4.55798 0.000
H 3.35014 -4.23736 -5.40454 0.000
H 1.81556 -2.77005 -4.66396 0.000
H 3.23376 -1.69219 -4.41140 0.000
H 1.35110 -3.14240 -2.56223 0.000
H 2.38530 -1.78317 -2.12773 -0.004
H 3.05736 -5.52305 -3.53501 0.000
H 4.61032 -5.17343 -3.12156 0.000
C -2.27078 -1.68885 -4.05510 0.000
C -1.19510 -0.71881 -4.54811 0.000
C -1.87913 0.18354 -5.47794 0.000
O -2.71940 -0.76394 -6.16209 0.000
C -3.23552 -1.70138 -5.20279 0.000
H -2.79906 -1.29703 -3.18590 0.000
H -1.76132 -2.63591 -3.87724 0.000
H -0.46877 -1.17941 -5.21774 0.000
H -0.61276 -0.33587 -3.71006 0.000
H -1.17873 0.71219 -6.12452 0.000
H -2.49946 0.92162 -4.96949 0.000
H -3.41189 -2.73172 -5.51166 0.000
H -4.17345 -1.37152 -4.75606 0.000
C -4.00776 -4.56490 -0.61779 0.000
C -3.16127 -3.60394 0.10259 0.001
C -2.21124 -4.52511 0.83084 0.000
O -3.05409 -5.47765 1.41233 0.000
C -4.19781 -5.67811 0.48231 0.000
H -3.47859 -5.01027 -1.46025 0.000
H -4.97705 -4.22737 -0.98474 0.000
H -3.83570 -3.11808 0.80769 0.000
H -2.68174 -2.87432 -0.54995 -0.001
H -1.51284 -4.12875 1.56790 0.000
H -1.59392 -5.10027 0.14078 0.000
H -5.21375 -5.62082 0.87305 0.000
H -4.02794 -6.61101 -0.05522 0.000
C 3.75902 -2.60713 1.33910 -0.001
C 5.25299 -2.81763 1.34155 0.005
C 5.80942 -1.57464 2.02814 -0.002
O 4.65148 -0.80175 2.28178 0.059
C 3.55197 -1.13871 1.36196 0.034
H 3.33971 -3.04240 2.24620 0.002
H 3.24613 -3.05094 0.48584 -0.002
H 5.68605 -2.87676 0.34302 -0.001
H 5.40785 -3.79032 1.80844 0.000
H 6.48054 -0.99810 1.39149 0.006
H 6.16675 -1.77913 3.03740 0.002
H 3.63390 -0.59190 0.42260 0.005
H 2.60791 -0.77117 1.76416 -0.004
C 2.29376 2.21614 -3.53611 -0.001
C 3.15914 3.43007 -3.17870 0.000
C 2.19577 4.32066 -2.39163 0.000
O 0.91908 4.14300 -2.93557 0.000
C 0.83367 2.79879 -3.38005 0.000
H 2.60477 1.33534 -2.97437 0.000
H 2.51256 1.92578 -4.56369 0.000
H 3.43583 4.06649 -4.01924 0.000
H 3.93297 3.22918 -2.43781 0.000
H 2.43221 5.37580 -2.52894 0.000
H 2.27636 3.97537 -1.36091 0.000
H 0.30035 2.93653 -4.32063 0.000
H 0.30967 2.18947 -2.64367 0.000
C -3.06158 0.30667 6.38348 0.001
C -2.25202 1.35799 5.58334 -0.001
O -1.82578 0.78549 4.36138 0.002
H -3.45678 0.67742 7.32923 0.000
H -2.44122 -0.55059 6.64495 0.000
H -3.94881 -0.11227 5.90870 0.000
H -1.36181 1.58154 6.17127 0.000
H -2.73260 2.33627 5.57275 0.000
H -0.86626 0.79146 4.33164 -0.001
```

The net charge is +1. The value obtained for the maximum force is 4.15 eV Å⁻¹. Its spin multiplicity is 2. Its total energy is -61128.3944 eV. As for the gap between HOMO and LUMO (spin up / spin down): 9.2 / 2.9 eV. Its expectation value of S² is 0.75. The molar mass comes out at 695.0 g/mol. For the relative energy (zero: lowest compared OMol25 entry of this formula, charge and spin), the calculation gives 0.00 kcal per mole.